Run 1
Formula: C2H3N4OS
Source: the OMol25 dataset
Level of theory: the ωB97M-V functional and the def2-TZVPD basis

Output
SMILES: CSn1nnnc1[O-]
HOMO level: -3.74 eV
Orbital gap: 6.91 eV
LUMO energy: 3.2 eV

Geometry as ORCA input:
```
! wB97M-V def2-TZVPD RIJCOSX def2/J DEFGRID3
* xyz -1 1
C 0.082 -0.692 0.076
S -0.759 -1.019 -1.572
N -2.132 0.228 -1.390
N -2.632 0.974 -2.396
N -3.723 1.469 -2.006
N -4.017 1.200 -0.722
C -3.017 0.360 -0.312
O -2.812 -0.118 0.819
H 0.522 -1.605 0.507
H -0.742 -0.143 0.605
H 0.937 -0.029 -0.147
*
```

Mulliken population analysis, charges in e, atoms 1 to 2:
1 C -0.61
2 S -0.08

Run 2
Formula: C2H3N4OS
Source: the OMol25 dataset
Level of theory: the ωB97M-V functional and the def2-TZVPD basis

Output
SMILES: CO[N-]C(=S)[N-][N+]#N
HOMO level: -3.50 eV
Orbital gap: 7.43 eV
LUMO energy: 3.9 eV

Geometry as ORCA input:
```
! wB97M-V def2-TZVPD RIJCOSX def2/J DEFGRID3
* xyz -1 1
C 0.810 0.709 -1.657
O -0.427 0.687 -0.993
N -0.309 0.153 0.341
C -1.269 -0.612 0.746
S -2.691 -1.195 0.173
N -0.939 -1.038 2.128
N 0.187 -0.748 2.336
N 1.271 -0.403 2.384
H 0.883 -0.045 -2.378
H 1.612 0.792 -0.863
H 0.872 1.700 -2.217
*
```

Mulliken population analysis, charges in e, atoms 1 to 2:
1 C -0.52
2 O -0.24

Of them, run 2 has the lowest stability.

Run 1
Formula: C9H14N4O4
Source: the OMol25 dataset
Level of theory: the ωB97M-V functional and the def2-TZVPD basis

Output
SMILES: N[C@@H](Cc1c[nH]cn1)C(=O)N[C@@H](CO)C(=O)O
HOMO level: -8.80 eV
Orbital gap: 9.55 eV
LUMO energy: 0.8 eV

Geometry as ORCA input:
```
! wB97M-V def2-TZVPD RIJCOSX def2/J DEFGRID3
* xyz 0 1
N 0.771 1.316 0.603
C 0.956 0.133 -0.237
C 2.013 -0.867 0.245
C 3.416 -0.316 0.105
C 4.493 -0.908 -0.488
N 5.532 0.000 -0.362
C 5.034 1.082 0.271
N 3.760 0.933 0.572
C -0.379 -0.594 -0.445
O -0.447 -1.750 -0.838
N -1.474 0.167 -0.200
C -2.800 -0.350 -0.428
C -3.248 -1.321 0.661
O -3.378 -0.570 1.862
C -3.762 0.811 -0.534
O -3.469 1.971 -0.407
O -5.011 0.381 -0.802
H 0.598 1.017 1.554
H 1.665 1.822 0.652
H 1.254 0.522 -1.245
H 1.916 -1.778 -0.341
H 1.850 -1.124 1.270
H 4.614 -1.864 -0.983
H 6.464 -0.121 -0.697
H 5.649 1.958 0.479
H -1.367 1.135 0.075
H -2.808 -0.890 -1.374
H -4.190 -1.772 0.361
H -2.455 -2.115 0.769
H -3.641 -1.175 2.591
H -5.575 1.185 -0.821
*
```

Mulliken population analysis, charges in e, atoms 1 to 2:
1 N -0.74
2 C 0.47

Run 2
Formula: C9H14N4O4
Source: the OMol25 dataset
Level of theory: the ωB97M-V functional and the def2-TZVPD basis

Output
HOMO level: -9.11 eV
Orbital gap: 9.61 eV
LUMO energy: 0.5 eV

Geometry as ORCA input:
```
! wB97M-V def2-TZVPD RIJCOSX def2/J DEFGRID3
* xyz 0 1
C 1.396 2.606 -1.498
C 0.631 1.282 -1.034
C 2.496 2.838 -0.507
C 0.502 -0.617 0.515
C 1.494 -1.622 1.286
C -0.515 -1.464 -0.373
C -1.586 -2.101 0.324
C -2.950 -1.907 0.011
C -2.730 -3.555 1.613
H 0.694 4.890 -1.806
H -0.625 3.370 -1.526
H 1.818 2.379 -2.540
H 3.228 2.079 -0.255
H 3.044 3.734 -1.057
H 1.117 3.786 0.452
H 2.238 0.278 -0.097
H -0.038 0.114 1.133
H 0.074 -2.232 -0.901
H -0.897 -0.899 -1.318
H -3.459 -1.317 -0.682
H -3.049 -4.437 2.270
H -4.574 -3.039 1.004
H 0.054 -2.749 1.949
N 0.342 3.734 -1.345
N 1.291 0.196 -0.522
N -1.539 -3.018 1.427
N -3.567 -2.793 0.819
O -0.629 1.279 -1.142
O 1.944 3.374 0.781
O 2.727 -1.527 1.066
O 1.067 -2.660 1.955
*
```

Mulliken population analysis, charges in e, atoms 1 to 2:
1 C 0.18
2 C 0.54

Of them, run 2 has the lowest stability.

Run 1
Formula: C2H3NS3
Source: the OMol25 dataset
Level of theory: the ωB97M-V functional and the def2-TZVPD basis

Output
SMILES: NC(=S)C(=S)S
HOMO level: -8.58 eV
Orbital gap: 6.66 eV
LUMO energy: -1.9 eV

Geometry as ORCA input:
```
! wB97M-V def2-TZVPD RIJCOSX def2/J DEFGRID3
* xyz 0 1
N 1.622 0.520 0.921
C 0.918 0.034 -0.092
S 1.552 -0.226 -1.693
C -0.538 0.104 0.238
S -0.897 0.641 1.785
S -1.715 -0.697 -0.642
H 1.348 0.164 2.080
H 2.843 0.200 1.093
H -0.855 -0.324 -1.698
*
```

Mulliken population analysis, charges in e, atoms 1 to 2:
1 N -0.54
2 C 0.15

Run 2
Formula: C2H3NS3
Source: the OMol25 dataset
Level of theory: the ωB97M-V functional and the def2-TZVPD basis

Output
HOMO level: -7.84 eV
Orbital gap: 7.54 eV
LUMO energy: -0.3 eV

Geometry as ORCA input:
```
! wB97M-V def2-TZVPD RIJCOSX def2/J DEFGRID3
* xyz 0 1
C 0.227 0.355 1.324
C 0.810 -0.431 -0.579
N -0.932 0.782 1.109
S 1.333 0.140 2.451
S -0.188 -0.318 -1.805
S 2.400 -1.138 -0.489
H -1.315 0.863 0.133
H -1.219 1.371 1.822
H 2.732 -1.060 -1.727
*
```

Mulliken population analysis, charges in e, atoms 1 to 2:
1 C 0.35
2 C 0.05

Of them, run 1 has the lowest stability.

Run 1
Formula: C3H9N
Source: the OMol25 dataset
Level of theory: the ωB97M-V functional and the def2-TZVPD basis

Output
SMILES: C=C.CN
HOMO level: -9.29 eV
Orbital gap: 10.48 eV
LUMO energy: 1.2 eV

Geometry as ORCA input:
```
! wB97M-V def2-TZVPD RIJCOSX def2/J DEFGRID3
* xyz 0 1
C -1.177 1.240 0.607
C -1.530 0.027 1.021
H -1.518 2.196 1.011
H -0.742 1.207 -0.395
H -2.230 -0.132 2.003
H -1.100 -0.791 0.361
C 1.144 -0.671 -0.081
N 0.916 -0.296 -1.496
H 0.714 -1.678 0.035
H 2.205 -0.739 0.301
H 0.600 0.055 0.511
H 1.483 0.565 -1.714
H 1.234 -0.982 -2.164
*
```

Mulliken population analysis, charges in e, atoms 1 to 2:
1 C -0.66
2 C -0.40

Run 2
Formula: C3H9N
Source: the OMol25 dataset
Level of theory: the ωB97M-V functional and the def2-TZVPD basis

Output
SMILES: CCCN
HOMO level: -9.69 eV
Orbital gap: 10.78 eV
LUMO energy: 1.1 eV

Geometry as ORCA input:
```
! wB97M-V def2-TZVPD RIJCOSX def2/J DEFGRID3
* xyz 0 1
C -1.756 0.041 0.059
C -0.388 -0.557 -0.187
C 0.765 0.481 -0.094
N 2.063 -0.306 -0.037
H -2.597 -0.649 -0.214
H -1.914 0.942 -0.541
H -1.967 0.296 1.192
H -0.287 -0.891 -1.260
H -0.107 -1.515 0.416
H 0.475 1.137 0.720
H 0.697 1.139 -0.939
H 2.151 -0.424 1.180
H 2.866 0.306 -0.295
*
```

Mulliken population analysis, charges in e, atoms 1 to 2:
1 C -1.04
2 C -0.19

Of them, run 1 has the lowest stability.

Run 1
Formula: C3H9N
Source: the OMol25 dataset
Level of theory: the ωB97M-V functional and the def2-TZVPD basis

Output
SMILES: CC(C)N
HOMO level: -9.48 eV
Orbital gap: 10.61 eV
LUMO energy: 1.1 eV

Geometry as ORCA input:
```
! wB97M-V def2-TZVPD RIJCOSX def2/J DEFGRID3
* xyz 0 1
C -1.005 -1.049 0.113
C 0.014 0.026 -0.342
C 1.521 -0.288 0.066
N -0.410 1.390 0.026
H -1.972 -0.943 -0.479
H -1.287 -0.875 1.180
H -0.698 -2.113 -0.055
H -0.091 0.093 -1.431
H 2.148 0.497 -0.378
H 1.830 -1.346 -0.142
H 1.550 -0.093 1.178
H -0.356 1.442 1.080
H -1.431 1.479 -0.152
*
```

Mulliken population analysis, charges in e, atoms 1 to 2:
1 C -1.15
2 C 0.33

Run 2
Formula: C3H9N
Source: the OMol25 dataset
Level of theory: the ωB97M-V functional and the def2-TZVPD basis

Output
SMILES: C=C.CN
HOMO level: -8.98 eV
Orbital gap: 10.30 eV
LUMO energy: 1.3 eV

Geometry as ORCA input:
```
! wB97M-V def2-TZVPD RIJCOSX def2/J DEFGRID3
* xyz 0 1
C 1.197 3.636 -5.368
C 0.608 4.745 -4.949
H 0.507 2.910 -5.801
H 2.209 3.363 -5.632
H -0.449 4.744 -4.891
H 1.131 5.550 -4.445
C -0.264 -3.885 4.493
N -1.575 -3.247 4.475
H 0.304 -3.784 3.569
H -0.379 -4.908 4.855
H 0.374 -3.421 5.251
H -1.620 -2.322 4.848
H -2.043 -3.382 3.594
*
```

Mulliken population analysis, charges in e, atoms 1 to 2:
1 C -0.48
2 C -0.45

Of them, run 2 has the lowest stability.

Run 1
Formula: C4H11N2O
Source: the OMol25 dataset
Level of theory: the ωB97M-V functional and the def2-TZVPD basis

Output
SMILES: NCNCCC[O-]
HOMO level: -2.11 eV
Orbital gap: 5.89 eV
LUMO energy: 3.8 eV

Geometry as ORCA input:
```
! wB97M-V def2-TZVPD RIJCOSX def2/J DEFGRID3
* xyz -1 1
N 3.248 0.572 0.360
C 1.964 1.321 0.252
N 0.807 0.456 0.392
C -0.087 0.436 -0.814
C -1.507 0.071 -0.399
C -1.765 -1.410 -0.106
O -3.029 -1.591 0.337
H 3.383 0.105 -0.534
H 3.016 -0.174 1.007
H 2.003 1.937 -0.648
H 1.912 2.075 1.053
H 0.283 0.727 1.212
H 0.394 -0.277 -1.489
H 0.006 1.409 -1.328
H -1.777 0.592 0.518
H -2.317 0.253 -1.118
H -1.469 -1.978 -1.032
H -1.023 -1.834 0.640
*
```

Mulliken population analysis, charges in e, atoms 1 to 2:
1 N -0.74
2 C -0.49

Run 2
Formula: C4H11N2O
Source: the OMol25 dataset
Level of theory: the ωB97M-V functional and the def2-TZVPD basis

Output
HOMO level: -2.19 eV
Orbital gap: 5.04 eV
LUMO energy: 2.8 eV

Geometry as ORCA input:
```
! wB97M-V def2-TZVPD RIJCOSX def2/J DEFGRID3
* xyz -1 1
C -0.848 0.320 -0.440
N 1.674 -1.961 0.198
C 2.227 -0.730 -0.058
O 1.963 -0.433 -1.535
C -1.274 0.787 0.866
C -2.465 -0.047 0.241
N -1.527 2.202 0.843
H -0.301 -0.503 -0.569
H -0.545 1.201 -1.093
H 1.089 -1.830 0.961
H 3.356 -0.742 0.187
H 1.814 0.105 0.511
H -0.667 0.359 1.697
H -3.281 0.253 1.021
H -2.936 0.402 -0.661
H -2.380 -1.206 0.191
H 2.118 -1.264 -1.923
H -0.837 3.030 1.020
*
```

Mulliken population analysis, charges in e, atoms 1 to 2:
1 C -0.88
2 N -0.89

Of them, run 2 has the lowest stability.

Run 1
Formula: C4H11NS
Source: the OMol25 dataset
Level of theory: the ωB97M-V functional and the def2-TZVPD basis

Output
SMILES: CN[C@@H](C)CS
HOMO level: -8.68 eV
Orbital gap: 9.66 eV
LUMO energy: 1.0 eV

Geometry as ORCA input:
```
! wB97M-V def2-TZVPD RIJCOSX def2/J DEFGRID3
* xyz 0 1
C -1.847 -1.126 -0.236
N -1.334 0.180 0.152
C 0.068 0.316 -0.220
C 0.471 1.804 -0.070
C 1.059 -0.585 0.541
S 2.770 -0.532 -0.072
H -1.585 -1.454 -1.226
H -1.558 -1.909 0.492
H -2.971 -1.025 -0.179
H -1.410 0.342 1.172
H 0.118 0.000 -1.201
H 1.532 1.931 -0.437
H -0.191 2.538 -0.561
H 0.526 1.974 1.073
H 1.200 -0.290 1.605
H 0.672 -1.622 0.541
H 2.482 -0.542 -1.374
*
```

Mulliken population analysis, charges in e, atoms 1 to 2:
1 C -0.93
2 N -0.40

Run 2
Formula: C4H11NS
Source: the OMol25 dataset
Level of theory: the ωB97M-V functional and the def2-TZVPD basis

Output
SMILES: C[C@@H](N)CCS
HOMO level: -8.89 eV
Orbital gap: 9.90 eV
LUMO energy: 1.0 eV

Geometry as ORCA input:
```
! wB97M-V def2-TZVPD RIJCOSX def2/J DEFGRID3
* xyz 0 1
C 0.608 -0.897 -1.687
C -0.136 -0.678 -0.355
N 0.096 -1.738 0.612
C 0.236 0.680 0.216
C -0.612 1.084 1.396
S -0.883 2.860 1.546
H 0.971 0.012 -2.149
H 0.086 -1.467 -2.466
H 1.497 -1.532 -1.549
H -1.191 -0.599 -0.584
H 1.101 -1.814 0.718
H -0.196 -2.629 0.269
H 1.279 0.822 0.521
H 0.120 1.367 -0.611
H -1.545 0.517 1.456
H -0.138 0.847 2.356
H -1.292 3.165 0.310
*
```

Mulliken population analysis, charges in e, atoms 1 to 2:
1 C -1.38
2 C 0.30

Of them, run 1 has the lowest stability.